[1]
C23H39FGeI2MoNO9 | ωB97M-V with the def2-TZVPD basis set

Calculated values
* Kohn-Sham gap (alpha / beta): 4.766 / 5.198 eV
* highest occupied orbital energy (alpha / beta): -12.5 / -12.5 eV
* DFT total energy: -121680.200 eV
* LUMO energy (alpha / beta): -0.28574 / -0.26985 Eh
* expectation value of S²: 0.755

The geometry in ORCA input format:
```
! RIJCOSX wB97M-V def2-TZVPD def2/J DEFGRID3
* xyz 2 2
Mo 0.4585 -0.4301 0.0541
C 1.9816 -3.6369 0.3855
C 2.5713 -2.5581 1.2795
C 4.0895 -2.4957 1.1430
C 2.1804 -2.7146 2.7398
O 2.0678 -1.2686 0.7773
Ge 3.1304 0.5254 0.5543
O 2.1804 0.3529 -1.0288
C 2.7715 0.2807 -2.3932
C 1.8426 0.9688 -3.3764
C 2.9895 -1.1824 -2.7409
C 4.0988 1.0229 -2.3119
O 1.2826 0.9905 1.1199
C 0.9490 2.2269 1.9009
C -0.2403 1.8968 2.7854
C 2.1859 2.5153 2.7410
C 0.6573 3.3983 0.9853
H 2.3280 -4.6166 0.7115
H 0.8921 -3.6445 0.4365
H 2.2844 -3.4956 -0.6517
H 4.5129 -3.4668 1.4018
H 4.3897 -2.2736 0.1185
H 4.5332 -1.7579 1.8150
H 2.7817 -3.5099 3.1774
H 2.3795 -1.8006 3.2994
H 1.1347 -2.9943 2.8519
H 0.8902 0.4546 -3.4690
H 1.6503 1.9950 -3.0801
H 2.3249 0.9725 -4.3540
H 2.0612 -1.7461 -2.7123
H 3.3924 -1.2574 -3.7484
H 3.7052 -1.6482 -2.0641
H 3.9548 2.0609 -2.0117
H 4.8057 0.5460 -1.6262
H 4.5691 1.0252 -3.2948
H -0.0009 1.0899 3.4770
H -0.4888 2.7847 3.3649
H -1.1112 1.6196 2.1898
H 2.5103 1.6392 3.3050
H 3.0228 2.8833 2.1441
H 1.9394 3.2980 3.4579
H -0.3004 3.3091 0.4831
H 0.6300 4.2965 1.6012
H 1.4307 3.5255 0.2283
I -3.0208 -2.5384 -0.9076
C -2.6194 -4.5695 -1.3835
I -1.1859 -4.8445 -2.9040
H -3.5583 -5.0050 -1.7081
H -2.2648 -5.0409 -0.4748
N -2.6430 -2.9022 3.7597
C -2.1079 -1.6069 3.2332
C -1.0885 -1.9811 2.1519
O -0.9561 -3.1376 1.8284
O -0.4657 -0.9467 1.7125
H -3.6636 -2.9346 3.7621
H -2.3128 -3.1106 4.7031
H -2.2803 -3.6397 3.1218
H -1.6715 -1.0198 4.0359
H -2.9278 -1.0492 2.7809
F 0.1224 -1.0164 -1.6418
O 0.0096 1.6729 -1.2423
C -1.1621 1.4656 -0.9067
O -1.3355 0.4953 -0.0523
C -2.3237 2.1914 -1.4190
C -2.1269 3.4917 -1.8561
C -3.1725 4.2468 -2.3838
C -4.3947 3.6150 -2.4749
O -5.5545 4.1185 -2.9592
C -6.5295 3.0843 -2.8544
O -5.8902 1.9508 -2.2774
C -4.5918 2.3062 -2.0591
C -3.5823 1.5595 -1.5119
H -1.1301 3.9048 -1.7887
H -3.0428 5.2637 -2.7165
H -6.8792 2.8294 -3.8578
H -7.3285 3.4233 -2.1901
H -3.7403 0.5434 -1.1855
*
```

---

[2]
C23H39FN3PdSbSi3 | ωB97M-V with the def2-TZVPD basis set

Calculated values
* Kohn-Sham gap: 5.035 eV
* highest occupied orbital energy: -0.2 eV
* DFT total energy: -65319.830 eV
* LUMO energy: 0.17876 Eh

The geometry in ORCA input format:
```
! RIJCOSX wB97M-V def2-TZVPD def2/J DEFGRID3
* xyz -2 1
Pd 1.5582 -2.5570 1.3693
C -0.2367 -2.5572 -1.4245
Sb 0.2570 -0.4235 -1.1692
C 1.9374 -0.9519 0.1314
C 1.9781 0.3657 0.9806
C 3.2740 0.4751 1.8579
C 4.0246 1.5891 1.8250
C 3.7100 2.7150 1.0028
C 2.6747 2.4773 0.1352
N 1.8024 1.4604 0.0554
Si 3.5328 -1.3401 -0.8515
C 4.9156 -2.0176 0.1450
C 4.1282 0.1930 -1.7735
C 3.1765 -2.5137 -2.3592
C -1.5667 0.3594 -0.0194
C -1.8557 -0.2674 1.4331
C -2.9763 -0.0284 2.1937
C -3.3668 -0.9269 3.2625
C -2.7977 -2.2722 3.1586
C -1.7448 -2.4985 2.3430
N -1.0350 -1.3624 1.9108
Si -1.2925 2.2373 0.1222
C -2.9273 3.1904 0.4443
C -0.8147 3.0493 -1.5488
C -0.3126 3.0468 1.5581
Si -2.9227 -0.2633 -1.2584
C -2.6293 -0.0561 -3.0972
C -4.5727 0.6586 -0.8618
C -3.4851 -2.0498 -0.9999
H 0.7505 -2.9491 -1.6878
H -0.8916 -2.4823 -2.3160
H -0.7417 -3.0911 -0.6460
H 3.4993 -0.4966 2.3628
H 4.9519 1.6668 2.4032
H 4.1796 3.7008 1.0519
H 2.5166 3.2854 -0.6303
H 5.4158 -1.1779 0.6438
H 5.6219 -2.4471 -0.5988
H 4.5872 -2.7904 0.7988
H 4.4713 1.0790 -1.2307
H 3.3031 0.5469 -2.3935
H 4.8285 -0.2255 -2.5459
H 3.0782 -3.5592 -1.9671
H 4.0966 -2.4359 -2.9672
H 2.3482 -2.3231 -2.9908
H -3.5713 0.7866 2.0643
H -4.1984 -0.7524 3.9089
H -3.3646 -3.0751 3.6077
H -1.5382 -3.4900 2.0361
H -2.6062 4.1544 0.9452
H -3.7060 2.6225 1.0385
H -3.3644 3.4945 -0.5037
H -1.5150 2.6723 -2.3136
H 0.1534 2.7657 -1.9934
H -0.9362 4.1020 -1.3372
H -0.8830 2.8897 2.5085
H -0.3417 4.0703 1.0914
H 0.7344 2.8107 1.6269
H -3.6030 -0.3942 -3.5828
H -1.7527 -0.6961 -3.2753
H -2.4344 0.9479 -3.3556
H -4.5457 1.7601 -1.2666
H -4.7729 0.6006 0.2212
H -5.4180 0.2081 -1.3112
H -4.5928 -2.0249 -1.0559
H -3.2462 -2.3684 0.0236
H -2.9288 -2.7553 -1.6587
N 0.7536 0.0941 1.8359
C 0.2900 -1.1747 1.8403
H 0.1023 0.8207 1.9979
F 2.8375 -4.1013 1.0560
*
```

---

[3]
C23H39LaN6O | ωB97M-V with the def2-TZVPD basis set

Calculated values
* Kohn-Sham gap: 6.255 eV
* highest occupied orbital energy: -11.8 eV
* DFT total energy: -36320.669 eV
* LUMO energy: -0.20441 Eh

The geometry in ORCA input format:
```
! RIJCOSX wB97M-V def2-TZVPD def2/J DEFGRID3
* xyz 2 1
La 0.1378 0.0832 0.2381
C 2.9126 1.4932 -2.2241
C 1.5180 2.0025 -2.6091
N 0.4265 1.0567 -2.2749
C 0.4833 -0.1260 -3.2213
C -0.6086 -1.1478 -2.8938
N -0.3369 -1.8648 -1.6094
C 0.5374 -3.1031 -1.7751
C 1.8458 -3.0327 -0.9754
C 1.7441 -3.1210 0.5986
N 1.5815 -1.8236 1.3073
C 2.8479 -1.1681 1.7168
C 3.5362 -0.2910 0.6704
N 2.7231 0.9149 0.2787
C 3.3531 1.7735 -0.7844
H 3.6587 1.9737 -2.8739
H 3.0091 0.4190 -2.4566
H 1.5663 2.0968 -3.6984
H 1.3515 2.9537 -2.0903
H -0.4398 1.5541 -2.5133
H 1.4755 -0.6017 -3.1170
H 0.3798 0.2113 -4.2788
H -0.5139 -1.8489 -3.7175
H -1.5996 -0.7672 -2.8763
H -1.2681 -2.1784 -1.3448
H 0.7386 -3.2701 -2.8402
H -0.0534 -3.9563 -1.4416
H 2.4115 -2.1313 -1.2502
H 2.4875 -3.8598 -1.2519
H 2.6431 -3.6239 0.9837
H 0.8894 -3.7195 0.9028
H 1.0140 -1.9845 2.1422
H 3.5975 -1.9295 2.0416
H 2.6286 -0.5808 2.6570
H 3.7302 -0.8188 -0.2894
H 4.4929 0.0770 1.0626
H 2.7595 1.5156 1.1056
H 4.4349 1.7792 -0.6416
H 2.9836 2.7860 -0.5489
C -1.0822 2.8274 1.0498
C 0.1791 2.7503 1.6600
C 0.9807 3.7882 1.0968
C 0.2961 4.3588 0.0637
C -1.0028 3.7419 -0.0125
H -2.0173 2.4189 1.4158
H 0.4321 2.1706 2.5296
H 1.9870 4.0888 1.4181
H 0.6592 5.1974 -0.5544
H -1.8212 3.9856 -0.7190
C -1.1796 0.1885 4.6746
C -1.4660 -0.3344 3.3376
O -0.5803 -0.2323 2.4138
N -2.6246 -0.9599 3.1041
C -2.9686 -1.7959 1.9521
C -3.4777 -1.0458 0.7493
C -4.7042 -1.3770 0.1937
C -5.1596 -0.7131 -0.9531
C -4.4124 0.3535 -1.4621
C -3.1874 0.6237 -0.8677
N -2.6618 -0.1169 0.1355
H -2.0814 0.7319 4.9787
H -0.2915 0.8233 4.6107
H -1.0993 -0.6017 5.4304
H -3.2508 -1.0476 3.9005
H -3.7379 -2.5203 2.2921
H -2.0529 -2.3659 1.6089
H -5.3198 -2.1061 0.7406
H -6.0856 -1.0065 -1.3927
H -4.7663 0.9665 -2.2869
H -2.5817 1.4663 -1.2158
*
```

---

Q: Which of these has the highest DFT total energy?
A: C23H39LaN6O